## 1
Molecular formula: C4H6S
Method: DFT, wB97M-V/def2-TZVPD

Each line ends with the Löwdin charge.
Cartesian coordinates (Å):
C: 0.527 -1.039 -0.023  -0.115
C: -0.380 0.103 0.249  -0.458
H: 1.481 -0.595 0.248  0.110
H: 0.655 0.495 -1.649  0.115
H: 0.298 -2.087 -0.151  0.111
H: -0.255 1.251 2.172  0.060
S: -2.250 -0.055 1.384  0.567
C: -0.735 1.088 1.231  -0.470
H: -1.154 2.047 0.980  0.054
H: -0.825 -0.833 -1.733  0.123
C: -0.057 -0.227 -1.186  -0.097

Output
- E_HOMO (hartree) = -0.307
- Kohn-Sham gap (eV) = 8.77
- lowest unoccupied orbital energy (eV) = 0.42
- SMILES = C1CC12CS2
- net charge = 0


## 2
Molecular formula: C4H6S
Method: DFT, wB97M-V/def2-TZVPD

Each line ends with the Löwdin charge.
Cartesian coordinates (Å):
S: 2.711 0.002 -0.092  0.651
H: 0.165 -1.991 -0.534  0.137
H: 0.057 1.497 1.081  0.174
H: -1.384 -0.242 -1.205  0.119
C: -1.032 -0.042 -0.196  -0.200
H: -1.792 -0.118 0.504  0.086
C: -0.037 1.071 -0.043  -0.185
C: 1.058 0.058 -0.148  -0.806
H: 0.124 -1.263 1.138  0.149
C: 0.067 -1.017 0.023  -0.237
H: 0.062 2.046 -0.529  0.110

Output
- E_HOMO (hartree) = -0.312
- Kohn-Sham gap (eV) = 8.26
- lowest unoccupied orbital energy (eV) = -0.23
- SMILES = S=C1CCC1
- net charge = 0


Most favorable structure: 2. The second most favorable one is 122.0 kJ/mol above it.


## 1
Molecular formula: C4H6S
Method: DFT, wB97M-V/def2-TZVPD

Each line ends with the Löwdin charge.
Cartesian coordinates (Å):
H: 1.449 2.080 -0.538  0.124
H: -0.920 0.574 1.288  0.017
H: -1.698 -1.518 -0.066  0.172
C: -0.081 -0.224 -0.346  -0.255
H: -0.255 -2.183 -1.552  0.070
C: 0.709 1.889 0.446  -0.632
H: 0.517 -0.092 -1.253  0.086
C: -0.339 -1.748 -0.450  -0.137
S: 0.480 3.106 1.546  0.596
C: -0.254 0.677 0.618  -0.190
H: 0.392 -2.559 0.307  0.148

Output
- E_HOMO (hartree) = -0.315
- Kohn-Sham gap (eV) = 8.04
- lowest unoccupied orbital energy (eV) = -0.54
- net charge = 0


## 2
Molecular formula: C4H6S
Method: DFT, wB97M-V/def2-TZVPD

Each line ends with the Löwdin charge.
Cartesian coordinates (Å):
H: -1.951 -0.261 -1.365  -0.134
C: 0.179 1.373 -0.072  -0.166
H: 1.883 -2.850 -0.304  0.022
S: -2.064 -0.301 -0.033  0.715
C: -0.318 0.012 0.311  -0.787
C: 0.539 -1.087 0.079  -0.256
H: 0.297 1.425 -1.158  0.087
H: -0.528 2.138 0.237  0.069
H: 1.148 1.572 0.383  0.080
H: -0.434 0.014 2.058  0.231
C: 1.248 -2.033 -0.136  0.139

Output
- E_HOMO (hartree) = -0.344
- Kohn-Sham gap (eV) = 9.32
- lowest unoccupied orbital energy (eV) = -0.05
- net charge = 0


Most favorable structure: 2. The second most favorable one is 75.6 kJ/mol above it.


## 1
Molecular formula: C4H6S
Method: DFT, wB97M-V/def2-TZVPD

Each line ends with the Löwdin charge.
Cartesian coordinates (Å):
H: 0.679 -2.175 1.993  0.055
H: -1.469 1.216 -1.806  0.116
S: 0.460 2.054 -0.225  0.831
H: -0.967 0.724 0.449  0.003
H: 1.545 -1.222 -0.219  0.089
H: -0.768 -0.895 1.911  0.013
C: -0.001 -1.448 1.502  0.006
C: -0.091 0.513 0.023  -0.647
H: 0.209 0.933 -2.442  0.014
C: -0.272 1.188 -1.549  -0.414
C: 0.674 -0.888 0.364  -0.066

Output
- E_HOMO (hartree) = -0.318
- Kohn-Sham gap (eV) = 9.68
- lowest unoccupied orbital energy (eV) = 1.02
- SMILES = C=C[C@@H]1CS1
- net charge = 0


## 2
Molecular formula: C4H6S
Method: DFT, wB97M-V/def2-TZVPD

Each line ends with the Löwdin charge.
Cartesian coordinates (Å):
H: -1.227 1.599 2.132  -0.008
S: -1.952 -0.178 0.742  0.861
H: 0.136 0.510 1.838  0.057
H: 2.007 -1.293 -0.193  0.056
H: -0.158 1.646 0.556  0.090
C: 0.090 -0.636 -1.101  -0.309
C: -1.223 -0.983 -0.495  -0.418
C: -0.759 1.038 1.374  -0.404
H: -0.324 -0.296 -1.998  0.064
C: 1.438 -0.856 -1.015  0.001
H: 1.972 -0.551 -1.839  0.011

Output
- E_HOMO (hartree) = -0.299
- Kohn-Sham gap (eV) = 8.24
- lowest unoccupied orbital energy (eV) = 0.09
- net charge = 0


Most favorable structure: 2. The second most favorable one is 13.9 kJ/mol above it.


## 1
Molecular formula: C3H7N2OS
Method: DFT, wB97M-V/def2-TZVPD

Each line ends with the Löwdin charge.
Cartesian coordinates (Å):
C: -0.928 0.539 -0.719  -0.432
H: -1.502 -0.078 0.118  0.027
H: -2.143 -0.230 1.938  -0.042
S: 3.128 -0.894 0.163  0.248
C: 1.427 -0.467 0.198  -0.796
O: -1.259 0.331 -1.888  0.037
H: -2.964 -1.354 1.143  -0.053
H: 1.042 -1.242 -0.479  0.025
H: 2.114 1.585 -0.322  0.072
N: -2.055 -0.897 1.169  -0.059
N: -0.104 1.468 -0.281  0.115
C: 1.238 0.983 -0.526  -0.290
H: 0.749 -0.412 1.059  0.046
H: 1.258 0.667 -1.573  0.103

Output
- E_HOMO (hartree) = -0.116
- Kohn-Sham gap (eV) = 4.45
- lowest unoccupied orbital energy (eV) = 1.28
- net charge = -1


## 2
Molecular formula: C3H7N2OS
Method: DFT, wB97M-V/def2-TZVPD

Each line ends with the Löwdin charge.
Cartesian coordinates (Å):
N: -2.159 -0.917 0.394  0.142
H: -1.585 -1.596 0.857  0.076
O: -2.282 1.245 -0.189  0.012
S: 2.476 -0.146 -0.691  0.082
C: 0.639 -0.238 -0.856  -0.708
H: 0.998 -1.025 1.299  0.022
C: -0.072 0.392 0.343  -0.451
H: 0.091 1.462 0.506  0.130
H: 0.765 0.347 2.177  0.061
H: 0.294 -1.283 -0.817  0.045
N: 0.311 -0.315 1.560  -0.001
C: -1.589 0.309 0.164  -0.531
H: 0.451 0.247 -1.811  0.032
H: -3.154 -0.867 0.501  0.089

Output
- E_HOMO (hartree) = -0.098
- Kohn-Sham gap (eV) = 6.51
- lowest unoccupied orbital energy (eV) = 3.84
- SMILES = NC(=O)[C@@H](N)C[S-]
- net charge = -1


Most favorable structure: 2. The second most favorable one is 562.6 kJ/mol above it.


## 1
Molecular formula: C4H14N2O
Method: DFT, wB97M-V/def2-TZVPD

Each line ends with the Löwdin charge.
Cartesian coordinates (Å):
C: 0.067 -0.331 -1.303  -0.206
H: 0.054 -1.794 0.360  0.114
H: -2.428 1.153 1.283  -0.011
H: 0.061 0.780 -1.306  0.104
H: -1.470 -0.357 2.268  0.056
N: 2.637 -0.093 -1.305  -0.022
H: 1.453 -0.643 -2.859  0.099
C: 1.420 -0.811 -1.782  -0.292
H: 2.579 0.290 -0.373  0.032
C: -0.337 -0.790 0.142  -0.202
H: 3.428 -0.734 -1.381  0.062
N: -0.627 0.201 2.323  -0.048
H: -0.057 1.297 0.691  0.109
H: -0.607 -0.563 -2.172  0.120
H: -1.421 -0.862 0.175  0.089
O: -2.971 1.318 0.509  -0.064
H: -2.382 1.947 0.040  0.050
H: 1.646 -1.830 -1.458  0.102
H: 1.240 0.064 1.219  0.112
C: 0.153 0.271 1.116  -0.323
H: -0.195 0.058 3.308  0.119

Output
- E_HOMO (hartree) = -0.329
- Kohn-Sham gap (eV) = 9.93
- lowest unoccupied orbital energy (eV) = 0.97
- SMILES = NCCCCN.O
- net charge = 0


## 2
Molecular formula: C4H14N2O
Method: DFT, wB97M-V/def2-TZVPD

Each line ends with the Löwdin charge.
Cartesian coordinates (Å):
N: 1.276 1.315 -1.556  -0.028
C: 1.848 1.022 -0.119  -0.240
H: -0.951 0.982 0.820  0.089
C: -1.009 -0.021 1.182  -0.286
H: -0.184 -0.895 -0.603  0.096
H: -0.319 -0.885 2.918  0.065
N: -0.950 -0.128 2.655  -0.001
C: 0.088 -0.858 0.478  -0.216
H: 2.965 1.113 -0.227  0.106
H: -0.383 0.630 2.969  0.042
H: -2.595 -0.677 -2.631  0.060
H: 1.528 0.084 1.665  0.069
C: 1.549 -0.300 0.664  -0.195
H: 0.189 1.462 -1.501  0.093
H: 0.003 -1.861 0.818  0.084
H: -1.944 -0.493 0.797  0.107
H: -3.709 -0.780 -3.809  0.004
O: -2.987 -1.200 -3.388  -0.068
H: 1.596 1.864 0.530  0.087
H: 2.342 -1.074 0.580  0.108
H: 1.646 0.699 -2.241  0.025

Output
- E_HOMO (hartree) = -0.341
- Kohn-Sham gap (eV) = 9.88
- lowest unoccupied orbital energy (eV) = 0.60
- SMILES = NCCCCN.O
- net charge = 0


Most favorable structure: 1. The second most favorable one is 25.6 kJ/mol above it.


## 1
Molecular formula: C3H10O2
Method: DFT, wB97M-V/def2-TZVPD

Each line ends with the Löwdin charge.
Cartesian coordinates (Å):
C: 1.495 0.188 -0.872  -0.108
H: 0.373 1.022 -2.606  0.103
C: -0.984 -0.765 2.179  -0.109
O: -0.759 1.021 -0.998  -0.111
H: 0.758 2.232 -1.331  0.127
O: -0.260 -1.249 1.020  -0.170
C: 0.550 1.136 -1.537  -0.333
H: -0.350 -0.243 2.877  0.075
H: 2.403 0.109 -1.474  0.075
H: 1.461 0.267 0.220  0.075
H: -0.855 0.145 -0.603  0.043
H: -1.930 -0.380 1.852  0.077
H: -0.450 -2.187 0.865  0.091
H: 1.135 -0.878 -0.976  0.079
H: -1.073 -1.661 2.841  0.086

Output
- E_HOMO (hartree) = -0.353
- Kohn-Sham gap (eV) = 10.27
- lowest unoccupied orbital energy (eV) = 0.67
- SMILES = CCO.CO
- net charge = 0


## 2
Molecular formula: C3H10O2
Method: DFT, wB97M-V/def2-TZVPD

Each line ends with the Löwdin charge.
Cartesian coordinates (Å):
H: 2.282 -1.530 0.362  0.074
C: 2.296 0.114 -0.645  -0.173
H: -1.670 1.348 -0.394  0.110
H: 1.720 -0.429 -1.395  0.072
H: 1.870 1.099 -0.491  0.076
O: 2.301 -0.596 0.580  -0.122
C: -1.463 0.287 -0.219  -0.321
O: -2.611 -0.493 -0.587  -0.088
C: -1.199 0.066 1.253  -0.089
H: -2.867 -0.248 -1.483  0.078
H: -2.108 0.285 1.810  0.075
H: -0.817 -0.928 1.473  0.074
H: -0.452 0.798 1.572  0.074
H: -0.605 0.005 -0.830  0.087
H: 3.322 0.222 -1.007  0.074

Output
- E_HOMO (hartree) = -0.377
- Kohn-Sham gap (eV) = 11.09
- lowest unoccupied orbital energy (eV) = 0.83
- SMILES = CCO.CO
- net charge = 0


## 3
Molecular formula: C3H10O2
Method: DFT, wB97M-V/def2-TZVPD

Each line ends with the Löwdin charge.
Cartesian coordinates (Å):
C: -0.990 0.849 -1.932  -0.289
H: -0.256 0.008 1.073  0.091
H: -3.121 1.178 -2.400  0.081
O: -1.235 0.474 -0.577  -0.206
H: 0.841 0.694 -0.166  0.083
C: 0.000 0.000 0.000  -0.110
H: -2.085 1.398 -3.845  0.072
H: -2.192 4.094 0.479  0.052
H: -2.122 2.656 -2.569  0.046
H: -1.673 3.275 -0.739  0.023
H: -0.884 -0.091 -2.507  0.108
H: 0.323 -1.017 -0.277  0.086
C: -2.154 1.569 -2.757  -0.068
O: -2.363 3.274 -0.038  -0.079
H: -0.048 1.421 -2.046  0.109

Output
- E_HOMO (hartree) = -0.358
- Kohn-Sham gap (eV) = 10.61
- lowest unoccupied orbital energy (eV) = 0.87
- SMILES = CCOC.O
- net charge = 0


Most favorable structure: 2. The second most favorable one is 33.3 kJ/mol above it.